No. 1
{
  "formula": "C4H11N2O",
  "method": "the ωB97M-V functional and the def2-TZVPD basis",
  "elements": ["C", "C", "C", "N", "H", "H", "H", "H", "H", "H", "H", "N", "C", "O", "H", "H", "H", "H"],
  "coordinates": [[2.6007, 2.1317, -1.2754], [1.5363, 1.9286, -0.2176], [0.6104, -0.0163, 0.6594], [0.9327, 0.5863, -0.4117], [3.1433, 3.0815, -1.2522], [3.3501, 1.3400, -1.1446], [2.1517, 1.9610, -2.2547], [0.7086, 2.6450, -0.3127], [1.8982, 1.9513, 0.8205], [0.7828, 0.3534, 1.6879], [0.0332, -0.9706, 0.6871], [-1.7644, -1.7524, -0.7465], [-2.2831, -1.3460, 0.5832], [-1.4523, -1.5938, 1.6034], [-2.1479, -2.5432, -1.2272], [-1.4897, -0.9855, -1.3364], [-2.5109, -0.2442, 0.4536], [-3.2972, -1.8120, 0.7117]],
  "forces_ev_per_angstrom": [[0.46, -0.46, 0.11], [-0.65, -0.74, 0.15], [-0.30, -0.99, -0.24], [0.00, 0.60, 0.60], [-0.32, 0.07, 0.07], [-0.06, 0.12, -0.08], [0.04, 0.20, -0.03], [0.28, 0.09, -0.04], [0.27, 0.47, -0.19], [0.20, 0.41, -0.28], [0.46, 0.46, -0.13], [0.45, 0.10, -0.05], [-0.18, 0.23, 0.53], [-0.46, -0.16, -0.09], [-0.27, -0.02, -0.01], [-0.08, -0.12, -0.21], [0.04, -0.18, 0.03], [0.12, -0.07, -0.13]],
  "mulliken_charge": [-1.13, -0.29, -0.49, -0.41, 0.35, 0.26, 0.29, 0.25, 0.38, 0.18, 0.54, -0.42, -0.45, -0.90, 0.16, 0.16, 0.19, 0.33],
  "charge": -1,
  "e_tot_ev": -9352.5861,
  "homo_lumo_gap_ev": 6.143,
  "homo_energy_ev": -2.4
}

=====

No. 2
{
  "formula": "C4H11N2O",
  "method": "the ωB97M-V functional and the def2-TZVPD basis",
  "elements": ["C", "C", "N", "H", "H", "H", "H", "H", "C", "O", "C", "N", "H", "H", "H", "H", "H", "H"],
  "coordinates": [[-0.8891, 1.7553, 1.6373], [0.3461, 2.2696, -0.2601], [0.2581, 2.4157, 0.9921], [-0.5826, 1.3991, 2.6195], [-1.2935, 0.9876, 0.9629], [-1.6212, 2.5594, 1.7945], [1.1931, 2.7311, -0.7761], [-0.3769, 1.7012, -0.8930], [-0.0435, -0.8324, -1.0274], [-1.1441, -0.1088, -0.7120], [0.1276, -2.0735, -0.1409], [1.2959, -2.8741, -0.5193], [-0.0699, -1.2306, -2.0711], [0.9268, -0.2652, -1.0081], [0.0508, -1.7970, 0.9218], [-0.7899, -2.6597, -0.2795], [2.1497, -2.5292, -0.1016], [1.1802, -3.8378, -0.2404]],
  "forces_ev_per_angstrom": [[-0.01, 0.86, -0.59], [-0.28, 0.11, -0.62], [0.28, -0.17, 0.17], [-0.01, -0.19, -0.01], [-0.02, -0.21, 0.31], [-0.11, -0.21, 0.16], [0.08, 0.14, 0.17], [0.29, -0.01, 0.65], [-0.52, 0.00, -0.24], [0.08, -0.19, -0.10], [-0.62, 0.04, 0.02], [-0.02, -0.22, 0.00], [0.08, -0.10, -0.02], [0.07, 0.09, 0.23], [0.47, 0.20, -0.02], [0.20, -0.16, -0.26], [-0.05, 0.07, 0.05], [0.10, -0.04, 0.10]],
  "mulliken_charge": [-0.59, -0.31, -0.54, 0.19, 0.31, 0.26, 0.29, 0.34, -0.29, -0.86, -0.39, -0.59, 0.15, 0.13, 0.23, 0.27, 0.19, 0.20],
  "charge": -1,
  "e_tot_ev": -9352.7295,
  "homo_lumo_gap_ev": 6.929,
  "homo_energy_ev": -2.7
}

=====

No. 3
{
  "formula": "C4H11N2O",
  "method": "the ωB97M-V functional and the def2-TZVPD basis",
  "elements": ["O", "C", "C", "C", "C", "N", "N", "H", "H", "H", "H", "H", "H", "H", "H", "H", "H", "H"],
  "coordinates": [[2.0774, 1.0632, -1.9161], [0.9700, 1.4318, -1.3416], [0.5408, 0.5719, -0.1536], [-0.4333, -0.5609, -0.5790], [-1.7103, -0.4260, 0.2309], [-1.4676, -0.7419, 1.6402], [1.8994, -0.0203, 0.1727], [0.4599, 2.3685, -1.4801], [0.2140, 1.1193, 0.7300], [-0.0131, -1.5456, -0.3373], [-0.7123, -0.4208, -1.6223], [-2.5542, -0.9931, -0.1854], [-2.0719, 0.6077, 0.1659], [-1.5613, -1.7389, 1.7929], [-2.1622, -0.2928, 2.2338], [1.8313, -0.9950, 0.4620], [2.3795, 0.1226, -0.7820], [2.3138, 0.4501, 0.9691]],
  "forces_ev_per_angstrom": [[0.16, -0.14, -0.31], [-0.56, 0.19, 0.64], [1.06, -0.24, -1.11], [-0.50, 0.48, 1.00], [-0.75, 0.28, 0.17], [-0.18, 0.14, 0.23], [-0.90, -1.48, 1.99], [0.09, 0.44, -0.31], [-0.31, -0.10, -0.15], [-0.05, -0.04, -0.51], [0.49, -0.38, -0.11], [0.31, -0.25, -0.12], [0.26, 0.02, 0.07], [0.05, 0.00, 0.03], [0.19, -0.15, -0.13], [-0.03, 0.04, -0.21], [0.39, 0.82, -0.85], [0.29, 0.38, -0.31]],
  "mulliken_charge": [-0.75, -0.46, -0.01, -0.65, -0.80, -0.54, -0.33, 0.40, 0.40, 0.20, 0.39, 0.37, 0.44, 0.22, 0.22, 0.28, 0.34, 0.28],
  "e_tot_ev": -9351.1390,
  "multiplicity": 2,
  "homo_lumo_gap_ev": [5.539, 9.321],
  "homo_energy_ev": [-4.8, -8.6]
}